(1)
DFT (ωB97M-V/def2-TZVPD) results for a molecular structure, C30H26BrF6INO3PS in a non-equilibrium geometry.

XYZ file:
```
70
Properties=species:S:1:pos:R:3:forces:R:3:nbo_charge:R:1
I 1.14425 -1.83922 2.41345 -0.6 -0.7 -1.2 0.43
Br 2.68881 -1.01147 5.07128 -0.7 0.7 0.7 -0.21
S -1.52264 -0.60892 3.34965 -4.3 -1.9 -1.9 2.41
P 0.45299 -1.00058 5.45537 -0.3 0.1 2.4 1.21
F -3.86174 -3.19217 -6.95688 0.0 0.0 -0.1 -0.33
F 0.26998 6.80622 -0.41978 -0.2 0.4 -0.1 -0.33
F 4.71774 -2.78389 2.94326 0.0 0.0 0.0 -0.33
F -0.85956 0.75654 2.77163 -0.5 -1.6 1.1 -0.46
F -0.09634 -2.18305 -2.25257 0.1 0.0 0.0 -0.33
F 3.20611 1.02079 2.29391 0.1 0.0 0.0 -0.33
O 0.08292 0.61754 5.67569 0.9 -1.2 -1.2 -0.99
O -2.50045 -0.30369 4.40350 3.0 0.2 -1.1 -0.88
O -2.15404 -1.27959 2.19308 2.2 1.7 2.2 -0.89
N -0.27506 -1.61847 3.92714 0.3 2.7 -1.0 -1.14
C -6.24869 -2.26186 -3.75017 0.0 0.0 0.0 -0.23
C 5.61791 -3.09068 5.09926 -0.1 0.2 0.0 -0.28
C 1.03400 8.47853 -3.53822 -0.2 -0.1 0.0 -0.19
C -2.01812 -2.41275 -0.91013 0.1 0.3 0.0 -0.29
C 2.64329 4.47808 1.37990 -0.2 -0.3 -0.1 -0.19
C 2.68809 2.10687 1.68566 -0.2 0.4 -0.2 0.39
C -6.81944 -2.48418 -4.99875 0.2 0.0 0.1 -0.19
C -1.28385 7.82218 -3.52767 0.3 0.1 0.0 -0.19
C 1.19521 7.93738 -2.26950 0.2 0.0 0.2 -0.28
C -4.87156 -2.35463 -3.58518 -0.2 0.0 -0.2 -0.19
C -0.20464 8.42330 -4.16574 0.0 0.0 0.0 -0.23
C -4.64414 -2.88739 -5.90557 -0.3 0.1 0.5 0.40
C 3.17490 3.36002 2.01024 0.2 0.0 0.2 -0.29
C -3.40048 -4.36517 -1.16995 0.0 -0.1 0.0 -0.23
C -4.06311 -2.67461 -4.66852 0.2 0.0 -0.1 -0.29
C 6.49059 -5.24771 5.70976 0.0 -0.1 0.0 -0.23
C -3.13804 -3.14911 -0.54851 0.1 -0.2 -0.1 -0.19
C -1.12367 7.27079 -2.26333 -0.2 -0.1 0.2 -0.28
C 6.17020 -5.73757 4.44831 0.0 0.2 0.2 -0.19
C 1.62638 4.33224 0.44208 0.0 0.1 -0.1 -0.24
C -6.01272 -2.79411 -6.08564 -0.1 -0.1 -0.2 -0.29
C 1.14507 3.06560 0.13070 0.2 0.1 0.2 -0.18
C -1.18000 -2.89868 -1.89757 -0.5 -0.3 0.1 0.39
C 5.29958 -3.59264 3.85040 0.2 -0.3 0.4 0.40
C -1.43065 -4.10510 -2.52777 0.2 -0.1 -0.1 -0.30
C 6.21217 -3.92589 6.03574 0.0 -0.2 -0.2 -0.19
C 0.11400 7.33791 -1.65001 -0.1 0.3 -0.6 0.39
C 1.68128 1.94434 0.75115 -0.1 -0.2 0.0 -0.29
C -2.54630 -4.84456 -2.15657 0.0 0.2 0.2 -0.19
C 5.56596 -4.90720 3.51317 -0.1 0.0 -0.2 -0.28
H 1.32359 0.95003 0.51435 0.0 0.0 0.0 0.22
H 1.20941 5.20792 -0.04562 0.2 -0.5 0.2 0.24
H 3.96111 3.45494 2.74869 0.0 0.0 0.0 0.23
H 3.02121 5.46374 1.62049 0.0 0.0 0.0 0.22
H 5.40234 -2.05626 5.33262 0.0 0.0 0.0 0.22
H -3.80536 -2.77506 0.21750 0.1 0.0 0.0 0.23
H -0.33057 8.84897 -5.15340 0.0 0.0 0.0 0.22
H -0.83190 0.73113 5.96374 -0.2 -0.2 0.0 0.52
H -1.94975 6.79153 -1.75344 0.0 0.0 0.0 0.23
H -4.42888 -2.17791 -2.61529 0.0 0.0 -0.1 0.23
H -2.99003 -2.75964 -4.55786 0.0 0.0 0.0 0.23
H 5.30203 -5.27246 2.52880 0.0 0.0 0.0 0.23
H -2.24918 7.78270 -4.01541 0.0 0.0 0.0 0.22
H -1.79317 -1.46882 -0.43075 0.0 0.0 0.0 0.24
H 1.87489 8.94297 -4.03694 0.0 0.0 0.0 0.22
H 6.39062 -6.76622 4.19395 0.0 0.0 0.0 0.22
H -6.43731 -2.96292 -7.06713 0.0 0.0 0.0 0.23
H 6.95771 -5.89819 6.43862 0.0 0.0 0.0 0.22
H -2.74976 -5.79315 -2.63669 0.0 0.0 0.0 0.22
H -4.27218 -4.94123 -0.88493 0.0 0.0 0.0 0.22
H -0.75757 -4.45750 -3.29950 0.0 0.0 0.0 0.23
H 6.45742 -3.54564 7.01902 0.0 0.0 0.0 0.22
H -7.89241 -2.41535 -5.12502 0.0 0.0 0.0 0.22
H 2.15033 7.97827 -1.76136 0.0 0.0 0.0 0.23
H -6.87959 -2.01611 -2.90471 0.0 0.0 0.0 0.21
H 0.35076 2.95080 -0.59607 0.0 0.0 0.0 0.22
```
Forces are in eV/Å.

LUMO (eV): -1.41
Total charge: 0
E_tot (hartree): -5649.663414
HOMO-LUMO gap (eV): 7.664



(2)
DFT (ωB97M-V/def2-TZVPD) results for C10H14O3 in the gas phase in a non-equilibrium geometry.

XYZ file:
```
27
Properties=species:S:1:pos:R:3:forces:R:3:nbo_charge:R:1
O -0.29654 1.46233 1.32321 -2.1 -2.8 0.2 -0.69
O 0.84784 1.03082 -3.24671 0.5 1.3 1.5 -0.71
O 1.02612 2.33184 -0.85472 1.5 2.3 -0.8 -0.69
C 0.81672 -1.34320 2.74192 -1.4 0.1 -0.8 -0.40
C -0.60897 -1.76556 2.30462 0.8 -2.4 0.9 -0.38
C -1.20995 -1.06830 -1.04066 0.4 0.4 1.2 -0.19
C 0.18047 0.50204 -2.15854 0.3 1.3 -0.9 0.23
C -1.11842 -0.37877 0.18502 1.1 -0.3 -2.1 -0.10
C -0.40983 0.78960 0.13465 0.4 1.6 -0.1 0.32
C -1.53927 -0.88127 1.50579 -1.3 0.3 -0.2 -0.44
C 1.73722 -1.24356 1.55399 0.2 0.8 -1.1 -0.62
C -0.54945 -0.64634 -2.18283 -0.6 -1.2 -0.7 -0.30
C 0.22095 1.29596 -1.02723 -0.8 -2.3 1.0 0.17
H -0.40465 -2.76503 1.78773 -0.8 1.1 0.4 0.19
H 0.26305 2.16577 1.25361 2.5 3.1 -0.5 0.49
H -0.56078 -1.21535 -3.12947 -0.2 0.2 0.7 0.21
H 1.21646 -2.10633 3.42716 -0.3 0.4 0.0 0.20
H -2.45935 -1.44768 1.26126 0.2 0.1 0.7 0.22
H -1.14892 -1.99747 3.25513 0.2 -0.1 -0.7 0.21
H 1.38746 -0.55509 0.72941 0.2 -0.6 1.1 0.21
H 0.84230 0.56082 -4.05503 -0.4 -1.2 -0.9 0.49
H 0.68020 -0.39969 3.23793 0.5 0.5 0.5 0.20
H 1.76967 -2.23473 1.05672 0.6 0.4 0.4 0.20
H 1.49922 2.60603 -1.68149 -0.8 -0.6 0.9 0.51
H -1.79406 0.03216 2.06998 -0.2 -0.7 0.2 0.23
H 2.69960 -0.81829 1.89307 -0.1 -0.7 -0.4 0.21
H -1.72630 -1.98872 -0.98056 -0.5 -0.9 -0.4 0.21
```
Forces are in eV/Å.

Structure (SMILES): CCCCc1ccc(O)c(O)c1O
LUMO (eV): 0.53
Total charge: 0
E_tot (hartree): -615.140761
HOMO-LUMO gap (eV): 8.677